{"formula": "C3H5IN2", "method": "ωB97M-V with the def2-TZVPD basis set", "symbols": ["H", "N", "C", "I", "C", "C", "N", "H", "H", "H", "H"], "coordinates": [[1.40627, 2.56166, -0.69782], [0.70944, 2.00483, -0.19187], [0.92951, 0.85297, 0.18885], [2.90281, -0.09441, 0.04880], [-0.48447, 0.13544, 0.66803], [-0.88873, -0.81374, -0.38721], [-0.78467, -1.99946, 0.06065], [-0.91267, -2.84929, -0.52686], [-1.09707, 1.06469, 0.57472], [-0.45050, -0.40814, 1.56873], [-1.32991, -0.45455, -1.30604]], "atomic_forces_ev_per_a": [[0.17, -0.50, 0.58], [0.32, 1.42, -1.09], [-1.59, -1.10, 0.67], [-0.95, 0.09, 0.15], [1.67, 3.03, -2.21], [-0.19, -1.74, 1.45], [0.46, -1.33, -0.95], [-0.49, 1.28, -0.07], [0.21, -0.89, 0.88], [0.15, -0.14, 1.19], [0.25, -0.11, -0.59]], "nbo_charge": [0.3707, -0.6609, 0.2199, 0.0436, -0.4904, 0.1218, -0.6239, 0.3519, 0.2433, 0.2494, 0.1747], "homo_lumo_gap_ev": 9.8, "largest_force_ev_per_a": 4.1, "smiles": "[H]/N=C(\\I)C/C=N/[H]"}

{"formula": "C7H11N2", "method": "ωB97M-V with the def2-TZVPD basis set", "symbols": ["C", "C", "C", "C", "C", "C", "C", "N", "N", "H", "H", "H", "H", "H", "H", "H", "H", "H", "H", "H"], "coordinates": [[-1.77149, -0.29801, -1.22919], [-0.56687, 0.28013, -1.19834], [-2.38329, -0.84373, 0.08006], [1.48414, -1.28734, 0.95591], [1.91668, -0.93709, -0.39746], [1.31392, 0.15386, 0.36550], [-0.26319, 1.95227, 0.56073], [-1.62179, -0.81703, 1.05060], [0.12302, 0.74554, -0.09728], [-2.43145, -0.40576, -2.02879], [-0.10382, 0.61502, -2.16400], [-3.46189, -1.12614, -0.10781], [0.47849, -1.73199, 1.03603], [2.04591, -1.37646, 1.78977], [2.97302, -1.16574, -0.67753], [1.33591, -1.22849, -1.23961], [1.87861, 0.96961, 0.76978], [-0.07361, 2.87781, 0.11686], [-1.21840, 1.69628, 0.86703], [0.34610, 1.92727, 1.54771]], "atomic_forces_ev_per_a": [[0.92, -0.03, 2.72], [-1.22, 0.51, -2.97], [-0.08, 0.90, -1.80], [-4.47, 0.11, -2.51], [2.30, -2.01, -0.93], [0.72, 1.85, -0.30], [2.04, -1.44, 3.65], [-0.86, -0.31, 0.60], [1.52, -1.71, 0.80], [-0.23, -0.19, -1.77], [-0.41, -0.30, 0.78], [1.02, -0.05, 1.08], [0.75, 0.03, 0.10], [2.22, -0.14, 2.19], [-0.60, 1.36, 0.56], [-0.81, -0.60, -0.26], [0.73, -0.24, 0.51], [-0.05, 1.20, -1.38], [-2.43, 0.71, 0.47], [-1.06, 0.36, -1.57]], "nbo_charge": [-0.1589, -0.0578, -0.0607, -0.3035, -0.4273, -0.0665, -0.4258, -0.1646, -0.1027, 0.2493, 0.2660, 0.2626, 0.2502, 0.2445, 0.2743, 0.2379, 0.2446, 0.2547, 0.2474, 0.2364], "homo_lumo_gap_ev": [7.3, 9.4], "largest_force_ev_per_a": 5.1, "total_charge": 1}

{"formula": "C2HO2S2", "method": "ωB97M-V with the def2-TZVPD basis set", "symbols": ["O", "C", "O", "C", "S", "S", "H"], "coordinates": [[1.24858, 1.90421, -0.41745], [0.38478, 1.04688, -0.52165], [-0.54333, 0.99648, -1.34276], [0.21908, -0.22640, 0.29179], [0.63147, -0.36306, 1.89780], [-0.88635, -1.20766, -0.54313], [-1.05424, -2.15046, 0.63540]], "atomic_forces_ev_per_a": [[0.72, -0.05, 0.94], [0.54, 0.28, -1.03], [-1.35, 0.63, -1.68], [0.40, 0.38, 3.05], [0.05, -0.14, -1.05], [-0.89, -2.44, 1.96], [0.53, 1.35, -2.19]], "nbo_charge": [-0.6924, 0.6716, -0.7383, -0.3682, -0.1162, 0.1764, 0.0672], "homo_lumo_gap_ev": 7.6, "largest_force_ev_per_a": 3.3, "smiles": "O=C([O-])C(=S)S", "total_charge": -1}

{"formula": "C4H14FeIN3S", "method": "ωB97M-V with the def2-TZVPD basis set", "symbols": ["C", "C", "H", "H", "H", "H", "H", "H", "Fe", "C", "H", "H", "H", "I", "N", "N", "C", "N", "S", "H", "H", "H", "H", "H"], "coordinates": [[0.09780, -1.21059, -2.54893], [1.14480, 0.03552, -2.47354], [0.60655, -2.07646, -2.97484], [-0.61151, -0.84863, -3.30452], [-0.62691, -1.60073, -1.76506], [1.75873, 0.37203, -1.58192], [1.93490, -0.28105, -3.16124], [0.67390, 0.93090, -2.89264], [0.53353, -0.61447, -0.75066], [-1.05910, 1.60963, -0.16628], [-0.87527, 2.43493, -0.86449], [-1.85625, 1.88526, 0.53521], [-1.31407, 0.69705, -0.74829], [2.17084, -2.11302, 0.15459], [-0.98723, -1.03138, 1.04264], [-0.79828, -0.27399, 2.24613], [0.10023, 0.70604, 2.23284], [0.63245, 1.12301, 3.39236], [0.57264, 1.43381, 0.74116], [-0.88676, -2.02329, 1.29122], [-1.97461, -0.91118, 0.79189], [-1.01048, -0.74082, 3.13523], [1.35136, 1.83147, 3.38875], [0.42275, 0.66593, 4.28037]], "atomic_forces_ev_per_a": [[-0.08, 0.22, -3.25], [0.15, 0.35, -2.76], [-0.05, 0.07, 0.23], [0.02, -0.22, -0.01], [0.48, 0.37, 0.19], [-0.23, -0.47, -0.10], [-0.07, 0.14, 0.01], [0.08, -0.09, -0.03], [-1.60, 0.66, 4.82], [0.06, 0.65, -0.18], [-0.24, -0.16, 0.07], [0.17, -0.14, -0.22], [0.03, 0.62, 0.46], [1.71, -1.70, 0.98], [-0.74, -0.61, 0.87], [-2.38, -2.32, 0.30], [1.69, 1.45, -2.24], [0.63, 0.83, 2.48], [-0.53, -0.16, 0.22], [0.36, 0.39, -0.38], [0.30, -0.08, 0.02], [0.29, 0.20, -0.80], [-0.26, -0.31, 0.06], [0.23, 0.33, -0.73]], "nbo_charge": [-0.7052, -0.6906, 0.2404, 0.2164, 0.2181, 0.2444, 0.2349, 0.2015, 0.5544, -0.7592, 0.2307, 0.2337, 0.1937, -0.6761, -0.6664, -0.4868, 0.0730, -0.8280, 0.2443, 0.3904, 0.3592, 0.3765, 0.4102, 0.3904], "homo_lumo_gap_ev": [5.4, 6.6], "largest_force_ev_per_a": 5.1, "spin_multiplicity": 5}

{"formula": "C11H24N9OPSSn", "method": "ωB97M-V with the def2-TZVPD basis set", "symbols": ["Sn", "N", "C", "N", "N", "N", "N", "C", "N", "N", "N", "N", "H", "C", "C", "C", "S", "O", "C", "C", "C", "H", "H", "H", "H", "H", "H", "H", "H", "H", "H", "H", "H", "H", "H", "C", "P", "C", "C", "H", "H", "H", "H", "H", "H", "H", "H", "H"], "coordinates": [[1.38078, 1.23228, -1.41652], [3.51698, 3.81996, 0.09688], [3.93389, 2.52562, 0.13685], [5.13250, 2.13271, 0.52209], [5.11170, 0.79539, 0.41540], [3.98135, 0.38362, -0.01598], [3.17500, 1.46281, -0.20783], [2.30795, 4.21607, -0.40379], [1.87779, 5.45952, -0.41459], [0.67152, 5.40216, -1.00712], [0.37510, 4.20445, -1.34127], [1.40686, 3.39492, -0.97475], [4.14804, 4.52630, 0.43578], [-5.32664, 2.08993, 0.65985], [-4.13634, 1.13081, 0.61185], [-3.28211, 1.42865, -0.61107], [-1.89862, 0.31991, -1.05293], [-0.72931, 0.82311, -0.24051], [-2.35541, -1.27942, -0.28255], [-1.91249, -1.40318, 1.16410], [-2.09789, -2.83002, 1.67627], [-5.89299, 1.94699, 1.57924], [-5.99546, 1.91658, -0.18426], [-4.99112, 3.12691, 0.62209], [-4.51240, 0.10700, 0.58279], [-3.53515, 1.24711, 1.51435], [-2.76651, 2.38530, -0.50412], [-3.89460, 1.46685, -1.51578], [-1.83887, -2.01217, -0.90635], [-3.42923, -1.41466, -0.41575], [-2.47188, -0.70852, 1.79131], [-0.86130, -1.12327, 1.23228], [-3.15177, -3.10914, 1.71896], [-1.68552, -2.91789, 2.68104], [-1.58225, -3.54638, 1.03384], [1.12467, -3.48125, -1.29768], [2.13370, -2.01230, -0.78971], [3.76577, -2.63165, -1.36234], [2.28927, -2.33252, 1.01385], [1.58706, -4.40732, -0.95213], [1.07311, -3.50272, -2.38748], [0.10768, -3.42615, -0.90684], [3.96672, -3.61183, -0.92674], [4.53145, -1.92770, -1.05108], [3.76717, -2.71048, -2.45006], [2.57593, -3.36952, 1.19734], [1.35063, -2.12219, 1.52894], [3.05524, -1.66470, 1.40413]], "atomic_forces_ev_per_a": [[-0.09, 0.32, -0.43], [0.09, 0.08, 0.07], [-0.02, -0.52, -0.01], [-0.09, 0.37, 0.07], [-0.06, -0.22, -0.04], [0.11, -0.13, 0.03], [-0.07, 0.14, 0.03], [-0.49, 0.07, -0.24], [0.27, 0.00, 0.14], [-0.20, -0.01, -0.09], [-0.03, -0.09, -0.03], [0.13, -0.22, 0.29], [-0.02, 0.03, -0.02], [0.12, -0.06, 0.02], [0.00, 0.14, 0.01], [0.11, -0.30, -0.11], [-0.63, -0.15, -0.01], [0.89, 0.28, 0.43], [0.17, 0.30, -0.21], [-0.03, -0.11, 0.06], [0.00, 0.11, -0.01], [-0.03, 0.02, -0.01], [-0.01, 0.03, 0.00], [-0.03, 0.01, 0.02], [0.04, -0.01, 0.05], [0.00, -0.06, 0.00], [-0.01, 0.04, -0.11], [0.00, 0.02, 0.01], [-0.05, -0.04, 0.01], [-0.01, -0.01, -0.07], [0.07, 0.01, 0.00], [-0.02, 0.07, 0.01], [0.00, -0.02, -0.02], [-0.02, -0.06, 0.00], [0.00, -0.02, 0.03], [0.07, 0.24, -0.01], [-0.05, -0.36, 0.19], [-0.19, 0.15, 0.04], [0.00, 0.03, -0.15], [-0.02, -0.02, 0.02], [-0.06, -0.04, 0.01], [0.00, 0.02, 0.02], [0.02, -0.03, -0.03], [0.10, 0.04, -0.01], [0.04, 0.00, 0.01], [0.01, -0.01, 0.05], [-0.01, -0.02, -0.02], [0.02, 0.00, 0.05]], "nbo_charge": [1.3687, -0.5791, 0.4711, -0.3584, -0.0634, -0.1482, -0.6048, 0.4602, -0.3625, -0.0712, -0.1231, -0.6036, 0.4373, -0.6006, -0.4106, -0.5895, 1.2411, -1.0281, -0.5829, -0.4179, -0.6020, 0.2202, 0.2056, 0.2142, 0.1983, 0.2161, 0.2644, 0.2294, 0.2324, 0.2307, 0.2125, 0.2286, 0.2055, 0.2227, 0.2042, -0.9334, 0.8157, -0.9317, -0.9385, 0.2205, 0.2314, 0.2133, 0.2165, 0.2611, 0.2296, 0.2175, 0.2217, 0.2590], "homo_lumo_gap_ev": 8.1, "largest_force_ev_per_a": 1.0}

{"formula": "C4H9NO2", "method": "ωB97M-V with the def2-TZVPD basis set", "symbols": ["N", "C", "O", "C", "C", "C", "O", "H", "H", "H", "H", "H", "H", "H", "H", "H"], "coordinates": [[1.36606, -0.19928, 1.83779], [0.58702, -0.57213, 0.68528], [0.14586, -1.89747, 0.52878], [1.06686, 0.14010, -0.52481], [-0.24371, 0.54468, 0.11359], [-1.41864, 0.40522, -0.80852], [-1.18652, 1.39332, -1.80074], [1.14901, -0.71701, 2.67920], [2.34927, -0.34848, 1.63562], [-0.77430, -1.94134, 0.82434], [1.91800, 0.80295, -0.42013], [0.98741, -0.38503, -1.47144], [-0.22854, 1.45006, 0.71165], [-1.44860, -0.60747, -1.24403], [-2.37719, 0.57755, -0.29382], [-1.89198, 1.35431, -2.45275]], "atomic_forces_ev_per_a": [[0.11, -0.46, 0.00], [0.10, 0.41, -0.14], [-0.07, 0.05, 0.25], [0.27, -0.01, -0.15], [-0.06, 0.17, 0.07], [-0.03, -0.30, 0.33], [-0.34, 0.06, -0.34], [-0.27, -0.01, -0.05], [-0.10, -0.07, 0.11], [0.29, -0.04, 0.00], [-0.05, -0.10, -0.04], [-0.04, 0.10, 0.13], [0.00, -0.06, -0.12], [0.05, 0.20, 0.04], [0.18, 0.04, -0.06], [-0.04, 0.03, -0.02]], "nbo_charge": [-0.8391, 0.3660, -0.7060, -0.4246, -0.2792, -0.0707, -0.7189, 0.3675, 0.3631, 0.4707, 0.2188, 0.2248, 0.2316, 0.1656, 0.1636, 0.4668], "homo_lumo_gap_ev": 10.2, "largest_force_ev_per_a": 0.5, "smiles": "N[C@]1(O)C[C@H]1CO"}

Quick rundown of energy above the lowest of the compared OMol25 structures with the same formula, charge and spin, same order as above: 58.0 669.7 50.8 177.6 40.0 226.5 kJ/mol